18
Properties=species:S:1:pos:R:3:nbo_charge:R:1 method="wB97M-V/def2-TZVPD" e_above_lowest_kj_mol=449.9 homo_lumo_gap_ev=8.63 energy_ev=-24695.1713 lumo_energy_ev=-0.07
C 1.659 0.785 3.247 -0.272
O 1.238 1.616 2.224 -0.525
C 0.386 0.979 1.396 0.878
O -0.838 0.880 1.645 -0.619
N 0.928 0.250 0.290 -0.570
C 0.045 -0.150 -0.458 0.030
S -1.666 -0.091 -0.352 0.614
N -1.818 -0.982 -1.792 -0.550
N -0.704 -1.267 -2.427 -0.179
C 0.387 -0.865 -1.677 0.124
C 1.799 -1.140 -2.264 -0.625
H 2.272 -0.040 2.841 0.183
H 0.783 0.325 3.909 0.201
H 2.506 1.603 3.688 0.212
H -2.777 -0.567 -2.444 0.415
H 1.572 -1.558 -3.126 0.224
H 2.250 -1.687 -1.486 0.231
H 2.362 -0.238 -2.655 0.229